1.
{
  "formula": "C23H46NNbO13PS3",
  "method": "ωB97M-V with the def2-TZVPD basis set",
  "symbols": ["C", "C", "C", "Nb", "C", "N", "C", "C", "O", "C", "C", "O", "C", "O", "C", "C", "C", "C", "C", "C", "C", "C", "C", "C", "P", "O", "O", "S", "H", "H", "H", "H", "H", "H", "H", "H", "H", "H", "H", "H", "H", "H", "H", "H", "H", "H", "H", "H", "H", "H", "H", "H", "H", "H", "H", "H", "H", "H", "H", "H", "H", "H", "H", "H", "H", "H", "C", "C", "O", "S", "O", "O", "O", "H", "H", "H", "H", "C", "C", "O", "S", "O", "O", "O", "H", "H", "H", "H"],
  "positions_angstrom": [[2.47, -2.93, 3.72], [2.13, -1.95, 2.50], [0.90, -2.49, 1.62], [-0.25, -0.85, 0.53], [0.49, -1.50, -1.53], [0.78, -2.97, -1.60], [1.40, 0.70, 0.79], [2.77, 0.34, 0.09], [2.98, 1.00, -1.18], [-2.08, -2.20, 0.17], [-1.90, -3.67, 0.68], [-3.10, -4.44, 0.37], [-1.49, 0.82, -0.48], [-2.18, 1.67, 0.49], [-2.26, 2.99, 0.09], [-1.13, 3.89, -0.11], [-1.35, 5.29, -0.50], [-0.09, 6.22, -0.67], [-2.68, 5.83, -0.70], [-3.84, 4.94, -0.49], [-3.62, 3.54, -0.09], [-4.90, 2.68, 0.15], [-5.95, 2.77, -1.03], [-5.66, 3.21, 1.46], [-1.16, -0.13, 2.89], [-0.68, 1.43, 3.33], [-0.53, -1.12, 4.14], [-3.10, -0.28, 3.03], [3.59, -3.04, 3.76], [1.95, -3.91, 3.54], [2.18, -2.45, 4.70], [3.05, -1.79, 1.90], [1.84, -0.97, 2.99], [0.25, -3.03, 2.37], [1.33, -3.28, 0.96], [1.31, -0.86, -1.95], [-0.40, -1.35, -2.21], [0.49, -3.36, -2.50], [1.75, -3.17, -1.38], [1.61, 0.94, 1.87], [1.05, 1.68, 0.32], [2.82, -0.77, -0.12], [3.67, 0.56, 0.74], [2.92, 1.95, -0.98], [-2.14, -2.27, -0.96], [-3.04, -1.72, 0.49], [-1.04, -4.21, 0.20], [-1.80, -3.72, 1.81], [-3.80, -4.01, 0.90], [-0.74, 1.44, -1.05], [-2.26, 0.37, -1.18], [-0.10, 3.49, 0.04], [0.49, 5.84, -1.55], [0.56, 6.17, 0.26], [-0.39, 7.30, -0.76], [-2.77, 6.91, -0.98], [-4.86, 5.36, -0.65], [-4.57, 1.62, 0.28], [-6.89, 2.24, -0.69], [-5.61, 2.19, -1.94], [-6.22, 3.81, -1.31], [-5.00, 3.95, 1.98], [-5.98, 2.38, 2.14], [-6.56, 3.81, 1.13], [-0.42, 1.94, 2.55], [-1.14, -1.89, 4.11], [-2.01, -1.13, -6.77], [-0.56, -1.29, -6.37], [-0.19, -0.04, -5.79], [-1.48, 0.60, -5.05], [-1.41, 0.29, -3.67], [-1.67, 1.92, -5.54], [-2.60, -0.36, -5.73], [-2.10, -0.57, -7.70], [-2.52, -2.09, -6.87], [0.09, -1.52, -7.22], [-0.44, -2.07, -5.61], [8.41, -2.86, 3.47], [8.49, -3.15, 1.99], [7.31, -3.90, 1.70], [6.12, -3.42, 2.68], [5.31, -2.49, 1.98], [5.58, -4.57, 3.33], [7.03, -2.61, 3.74], [8.72, -3.73, 4.06], [9.01, -2.00, 3.76], [9.38, -3.71, 1.72], [8.45, -2.23, 1.40]],
  "mulliken_charge": [-0.994, 0.497, -0.475, -1.049, -0.575, -0.264, 0.697, -0.416, -0.562, -0.156, -0.412, -0.629, -0.361, -0.090, 0.060, -0.214, 0.571, -1.227, -1.143, -0.343, 0.273, 0.946, -1.433, -1.317, 0.675, -0.625, -0.510, -0.484, 0.102, 0.268, 0.272, 0.139, -0.137, 0.277, 0.350, 0.301, 0.164, 0.186, 0.170, 0.483, -0.691, 0.089, 0.156, 0.346, 0.122, 0.448, 0.100, 0.185, 0.349, 0.469, 0.240, 0.169, 0.272, 0.302, 0.321, 0.237, 0.178, 0.204, 0.425, 0.292, 0.265, 0.349, 0.284, 0.368, 0.333, 0.306, -0.363, -0.249, -0.328, 0.912, -0.253, -0.611, -0.329, 0.274, 0.324, 0.335, 0.204, -0.325, -0.358, -0.344, 1.058, -0.407, -0.549, -0.305, 0.291, 0.305, 0.313, 0.277],
  "total_charge": -1,
  "homo_lumo_gap_ev": 6.111
}

2.
{
  "formula": "C23H47O9",
  "method": "ωB97M-V with the def2-TZVPD basis set",
  "symbols": ["C", "C", "C", "C", "C", "C", "C", "O", "H", "H", "H", "H", "H", "H", "H", "H", "H", "H", "H", "H", "H", "H", "H", "O", "C", "O", "C", "C", "C", "H", "H", "H", "H", "H", "H", "H", "H", "O", "C", "O", "C", "C", "C", "H", "H", "H", "H", "H", "H", "H", "H", "O", "C", "O", "C", "C", "C", "H", "H", "H", "H", "H", "H", "H", "H", "O", "C", "O", "C", "C", "C", "H", "H", "H", "H", "H", "H", "H", "H"],
  "positions_angstrom": [[1.91, 1.95, -0.70], [1.32, 0.74, -1.46], [0.93, -0.46, -0.56], [-0.20, -1.25, -1.25], [-1.59, -1.24, -0.59], [-2.14, 0.17, -0.32], [-2.58, 0.90, -1.60], [-2.20, 2.28, -1.62], [1.79, 1.83, 0.38], [2.96, 2.14, -0.93], [1.35, 2.86, -0.98], [2.06, 0.43, -2.22], [0.41, 1.11, -1.99], [0.56, -0.02, 0.38], [0.07, -2.32, -1.35], [-0.30, -0.89, -2.30], [-1.52, -1.77, 0.37], [-2.31, -1.79, -1.21], [-1.40, 0.78, 0.19], [-3.01, 0.09, 0.35], [-2.10, 0.45, -2.48], [-3.67, 0.82, -1.72], [-2.57, 2.71, -0.84], [4.38, 0.37, 0.65], [4.47, -0.81, 0.85], [4.97, -1.18, 2.07], [4.89, -2.52, 2.57], [6.07, -3.38, 2.17], [4.12, -1.85, -0.17], [3.94, -2.98, 2.31], [4.89, -2.38, 3.65], [6.12, -3.53, 1.09], [6.00, -4.36, 2.65], [7.01, -2.92, 2.48], [4.98, -1.97, -0.83], [3.24, -1.48, -0.71], [3.85, -2.82, 0.25], [-2.99, -3.98, 1.30], [-4.17, -3.89, 1.13], [-4.67, -2.68, 0.77], [-6.03, -2.49, 0.38], [-6.94, -2.27, 1.57], [-5.11, -5.05, 1.37], [-6.37, -3.31, -0.25], [-6.01, -1.59, -0.24], [-6.97, -3.15, 2.22], [-7.96, -2.06, 1.24], [-6.59, -1.43, 2.17], [-5.34, -5.08, 2.44], [-4.59, -5.96, 1.10], [-6.04, -5.00, 0.82], [2.07, -2.66, 3.56], [1.49, -1.61, 3.64], [0.15, -1.61, 3.73], [-0.59, -0.41, 3.94], [-0.84, 0.34, 2.64], [2.23, -0.30, 3.52], [-0.10, 0.22, 4.69], [-1.54, -0.74, 4.37], [0.09, 0.67, 2.18], [-1.46, 1.22, 2.83], [-1.35, -0.31, 1.93], [2.37, -0.10, 2.45], [3.21, -0.42, 3.97], [1.74, 0.56, 3.98], [1.95, 8.04, -4.14], [1.65, 6.89, -4.35], [0.39, 6.50, -4.09], [-0.11, 5.21, -4.48], [0.23, 4.11, -3.50], [2.67, 5.88, -4.83], [0.22, 4.96, -5.49], [-1.19, 5.35, -4.53], [1.31, 3.96, -3.42], [-0.22, 3.17, -3.80], [-0.13, 4.36, -2.50], [3.21, 5.51, -3.96], [3.37, 6.40, -5.48], [2.25, 5.04, -5.37]],
  "mulliken_charge": [-0.969, 0.198, 1.671, -1.602, -0.292, -0.071, -0.916, -0.473, 0.186, 0.224, 0.170, 0.324, -0.109, -1.905, 0.302, 0.375, 0.226, 0.372, 0.141, 0.448, 0.300, 0.347, 0.267, -0.553, 0.833, -0.363, -0.274, -1.258, -0.758, 0.394, 0.374, 0.283, 0.393, 0.300, 0.318, 0.030, 0.295, -0.482, 0.823, -0.297, -0.441, -1.030, -1.180, 0.371, 0.349, 0.272, 0.377, 0.298, 0.281, 0.314, 0.345, -0.602, 0.737, -0.355, -0.863, 0.335, -0.663, 0.394, 0.377, -0.126, 0.402, -0.415, -0.146, 0.345, 0.372, -0.589, 0.735, -0.355, -0.786, -0.628, -0.906, 0.425, 0.335, 0.282, 0.268, 0.319, 0.244, 0.304, 0.332],
  "total_charge": -1,
  "homo_lumo_gap_ev": 3.456
}